(1)
C4H10N | ωB97M-V with the def2-TZVPD basis set

Its net charge is +1. The calculation puts the lowest unoccupied orbital energy at -7.51 eV. As for the relative energy (zero: lowest compared OMol25 entry of this formula, charge and spin): 110.0 kcal/mol.

Last columns: bonded neighbours and bond lengths (Å).
Geometry (Å):
1 C 0.51415 1.45919 0.45288  C2 1.499, H6 1.078, H7 1.107, H14 1.098
2 C -0.24605 0.70753 -0.59768  C1 1.499, C3 1.438, H8 1.090
3 C 0.37056 -0.31697 -1.39702  C2 1.438, C4 1.355, H10 1.094
4 C 0.59431 -1.58140 -0.96287  C3 1.355, H11 1.092, H12 1.088
5 N -1.08350 -0.68266 1.37605  H9 1.064, H13 1.011, H15 1.004
6 H 1.18306 0.95840 1.13406  C1 1.078
7 H -0.17011 2.01824 1.12009  C1 1.107
8 H -0.91826 1.31743 -1.20101  C2 1.090
9 H -0.94491 -0.20155 0.43751  N5 1.064
10 H 0.42261 -0.09337 -2.46636  C3 1.094
11 H 1.03722 -2.19578 -1.74927  C4 1.092
12 H 0.46471 -1.94746 0.05302  C4 1.088
13 H -0.32532 -0.80170 2.03481  N5 1.011
14 H 1.07568 2.28301 -0.00679  C1 1.098
15 H -1.97414 -0.92291 1.77262  N5 1.004

(2)
C4H10N | ωB97M-V with the def2-TZVPD basis set

Its net charge is +1. The calculation puts the lowest unoccupied orbital energy at -3.83 eV. As for the SMILES: CC/C=C/[NH3+]. As for the relative energy (zero: lowest compared OMol25 entry of this formula, charge and spin): 28.5 kcal/mol.

Last columns: bonded neighbours and bond lengths (Å).
Geometry (Å):
1 C -1.37374 0.95087 1.40755  C2 1.567, H6 1.084, H7 1.085, H8 1.082
2 C 0.14149 1.03134 1.01736  C1 1.567, C3 1.504, H9 1.091, H10 1.091
3 C 0.37123 0.48936 -0.36675  C2 1.504, C4 1.328, H11 1.086
4 C 0.74425 -0.78170 -0.45655  C3 1.328, N5 1.489, H12 1.079
5 N 0.73550 -1.51338 -1.75357  C4 1.489, H13 1.029, H14 1.022, H15 1.023
6 H -1.92864 1.67537 0.82223  C1 1.084
7 H -1.72179 -0.06262 1.23589  C1 1.085
8 H -1.36808 1.21162 2.45813  C1 1.082
9 H 0.43479 2.07897 1.10552  C2 1.091
10 H 0.84057 0.49150 1.65819  C2 1.091
11 H -0.01161 1.04522 -1.21709  C3 1.086
12 H 0.88580 -1.47854 0.35514  C4 1.079
13 H -0.22311 -1.74902 -2.04237  N5 1.029
14 H 1.22164 -2.41210 -1.76885  N5 1.022
15 H 1.25169 -0.97690 -2.45484  N5 1.023

(3)
C4H10N | ωB97M-V with the def2-TZVPD basis set

Its net charge is +1. The calculation puts the lowest unoccupied orbital energy at -5.61 eV. As for the relative energy (zero: lowest compared OMol25 entry of this formula, charge and spin): 83.1 kcal/mol.

Last columns: bonded neighbours and bond lengths (Å).
Geometry (Å):
1 C -2.41593 -0.23629 -0.00946  C2 1.271, H6 1.088, H7 1.080
2 C -1.58192 0.72245 -0.00675  C1 1.271, H8 1.063
3 C 1.47630 1.06873 0.17807  N5 1.443, H9 1.091, H10 1.097, H11 1.088
4 C 0.76821 -1.27663 0.05222  N5 1.440, H12 1.088, H13 1.090, H14 1.096
5 N 0.62563 0.07314 -0.42753  C3 1.443, C4 1.440, H15 1.015
6 H -3.46356 -0.02983 0.20130  C1 1.088
7 H -2.19922 -1.27616 -0.20743  C1 1.080
8 H -1.34782 1.75089 0.12540  C2 1.063
9 H 1.28440 1.12364 1.25064  C3 1.091
10 H 2.53218 0.80819 0.03363  C3 1.097
11 H 1.30375 2.04326 -0.27474  C3 1.088
12 H 0.76570 -1.28530 1.14061  C4 1.088
13 H -0.04636 -1.89992 -0.31773  C4 1.090
14 H 1.70564 -1.72243 -0.29797  C4 1.096
15 H 0.59301 0.13627 -1.44026  N5 1.015

(4)
C4H10N | ωB97M-V with the def2-TZVPD basis set

Its net charge is +1. The calculation puts the lowest unoccupied orbital energy (spin up / spin down) at -4.26 / -4.89 eV. As for the relative energy (zero: lowest compared OMol25 entry of this formula, charge and spin): 109.2 kcal/mol.

Last columns: bonded neighbours and bond lengths (Å).
Geometry (Å):
1 C -0.83311 -1.43924 -0.01873  C2 1.542, H6 1.116, H7 1.137
2 C -0.58195 0.03619 0.35426  C1 1.542, C3 1.474, C4 1.506, H8 1.166
3 C 0.65537 0.38993 -0.36544  C2 1.474, N5 1.503, H9 1.132
4 C -1.70364 0.97172 -0.01401  C2 1.506, H10 1.026, H11 1.064, H12 1.125
5 N 2.05375 0.03510 0.05733  C3 1.503, H13 1.050, H14 1.016, H15 0.960
6 H -0.56260 -2.31038 0.62435  C1 1.116
7 H -1.09611 -1.57028 -1.11716  C1 1.137
8 H -0.33624 -0.13021 1.48178  C2 1.166
9 H 0.72630 0.56317 -1.48149  C3 1.132
10 H -1.61783 1.01137 -1.03591  C4 1.026
11 H -1.33464 1.84023 0.47706  C4 1.064
12 H -2.74077 0.76875 0.37188  C4 1.125
13 H 2.20306 -0.10216 1.08804  N5 1.050
14 H 2.75742 0.73353 -0.16300  N5 1.016
15 H 2.41098 -0.79773 -0.25893  N5 0.960

What is the formula in the second record?
C4H10N

The lowest relative energy (zero: lowest compared OMol25 entry of this formula, charge and spin) belongs to which entry?
number 2

Which value of net charge does entry 3 give?
+1

Which formula does entry 4 have?
C4H10N